[1]
The following is a DFT calculation (ωB97M-V/def2-TZVPD) of the ion C9H8N3O3 with charge +1 at a distorted geometry.

Output
Gap between HOMO and LUMO: 9.09 eV
Net charge: +1
Structure (SMILES): C/C(O[N+](=O)[O-])=C(\C#N)[n+]1ccccc1
Energy relative to the best compared isomer or geometry (same formula, charge and spin): 153.36 kJ/mol
Strongest force on any atom: 3.6 eV/Å

Structure (XYZ):
```
23
Properties=species:S:1:pos:R:3:forces:R:3:nbo_charge:R:1
C 3.2913 -0.7126 0.3695 -1.56 -2.57 1.95 -0.667
C 1.9063 -0.1131 0.4469 1.60 -0.67 -1.50 0.390
O 1.9314 1.0681 1.0582 -0.62 0.55 0.72 -0.392
N 1.7669 2.1701 0.1073 -0.23 0.59 -0.41 0.724
O 1.5343 1.9283 -1.0287 0.12 -0.46 -0.50 -0.332
O 1.8802 3.1799 0.6605 0.26 1.72 1.00 -0.234
C 0.9063 -0.4686 -0.3412 -0.03 -2.40 -0.62 -0.025
C 1.0378 -1.7484 -1.0501 -0.64 1.83 0.99 0.213
N 1.0610 -2.7868 -1.5222 0.11 -0.80 -0.57 -0.202
N -0.3622 0.1751 -0.4558 -0.04 -0.87 1.19 -0.277
C -0.9668 0.2079 -1.6483 -1.18 1.72 0.86 0.089
C -2.1953 0.8196 -1.7207 -1.19 -0.29 -0.91 -0.197
C -2.9531 1.1762 -0.5879 -0.08 -0.58 -0.61 -0.090
C -2.3376 0.9992 0.6240 1.61 -0.13 0.19 -0.213
C -0.9941 0.5358 0.6665 -1.08 0.78 2.27 0.098
H 3.3992 -1.2789 1.3984 0.47 1.34 -1.80 0.266
H 3.8682 0.2075 0.3029 0.92 -0.73 -0.20 0.256
H 3.3524 -1.5528 -0.4003 0.32 1.64 0.78 0.269
H -0.4006 -0.1460 -2.4525 0.52 -0.44 -1.22 0.256
H -2.6548 0.9201 -2.6996 0.15 -0.07 0.08 0.262
H -4.0347 1.4615 -0.6230 1.30 -0.02 -0.27 0.272
H -2.8796 1.2592 1.5113 0.20 -0.10 0.54 0.263
H -0.4323 0.4592 1.6687 -0.94 -0.03 -1.95 0.273
```
Positions in Å, forces in eV/Å.

=====

[2]
The following is a DFT calculation (ωB97M-V/def2-TZVPD) of a structure of composition C33H36MnN8O5S at a distorted geometry.

Output
Gap between HOMO and LUMO (spin up / spin down): 6.24 / 6.25 eV
Expectation value of S²: 8.753
Spin multiplicity: 6
Energy relative to the best compared isomer or geometry (same formula, charge and spin): 19.62 kJ/mol
Strongest force on any atom: 1.8 eV/Å

Structure (XYZ):
```
84
Properties=species:S:1:pos:R:3:forces:R:3:mulliken_charge:R:1
Mn 0.4228 0.4074 -0.0480 -0.21 -0.34 -0.02 2.046
C 1.4022 -4.9269 -5.1383 -0.01 0.01 0.01 -1.588
C 1.2696 -4.0962 -3.8896 0.02 -0.03 0.01 0.166
C 1.3359 -4.6610 -2.6166 -0.02 0.01 -0.04 -1.151
C 1.1758 -3.8989 -1.4826 0.03 0.03 0.03 -0.940
C 0.9800 -2.4951 -1.5099 -0.04 -0.07 0.02 1.184
N 0.8683 -1.7392 -0.3843 0.09 0.20 -0.01 0.829
C 1.3159 -2.2651 0.8248 -0.03 -0.04 0.03 -0.523
C 2.5652 -2.8893 0.9778 0.04 0.04 -0.02 0.600
C 3.0736 -3.2470 2.2102 0.01 0.01 0.02 -1.096
C 2.3694 -2.9868 3.3831 0.00 0.02 -0.02 0.731
C 2.9523 -3.2832 4.7381 0.01 0.00 0.00 -1.723
C 1.1224 -2.3988 3.2550 0.03 0.01 0.04 -0.495
C 0.5846 -2.0807 2.0115 -0.02 0.04 0.04 -0.354
N -0.7533 -1.5929 1.9967 0.02 -0.10 -0.08 0.393
C -1.7460 -1.9712 2.8333 -0.04 -0.03 0.01 -0.145
C -2.8673 -1.2583 2.4942 0.01 -0.02 0.00 -1.415
C -2.4652 -0.4562 1.4158 -0.04 -0.08 -0.07 -0.502
N -1.1938 -0.6727 1.1185 -0.07 0.31 0.07 -0.104
C 0.8520 -1.9543 -2.8102 0.00 0.00 -0.01 -0.443
C 0.9928 -2.7436 -3.9495 -0.04 0.00 -0.02 -0.508
N 0.5186 -0.5737 -3.0265 0.04 -0.04 0.05 0.548
C 0.7313 0.1149 -4.1678 0.02 0.04 -0.04 -0.084
C -0.0701 1.2328 -4.1463 0.02 -0.02 0.00 -1.258
C -0.7472 1.1503 -2.9241 -0.03 -0.04 -0.03 -0.643
N -0.3789 0.0718 -2.2385 0.05 0.17 -0.01 -0.521
H 2.0360 -5.7965 -4.9624 0.00 0.00 0.00 0.397
H 1.8444 -4.3511 -5.9526 0.00 -0.01 -0.01 0.370
H 0.4323 -5.2933 -5.4840 0.00 0.00 0.00 0.294
H 1.4903 -5.7299 -2.5150 0.01 0.00 0.01 0.389
H 1.2008 -4.3840 -0.5171 0.01 -0.03 -0.02 0.402
H 3.1562 -3.0684 0.0878 -0.01 0.00 -0.01 0.568
H 4.0538 -3.7088 2.2651 0.00 0.00 0.00 0.332
H 3.8076 -3.9538 4.6561 0.00 0.00 0.01 0.399
H 2.2191 -3.7503 5.3970 0.00 0.00 0.00 0.373
H 3.2936 -2.3674 5.2272 0.00 0.00 0.00 0.295
H 0.5505 -2.1643 4.1454 -0.01 0.00 -0.01 0.625
H -1.5882 -2.7333 3.5757 0.02 0.00 -0.01 0.533
H -3.8393 -1.3145 2.9506 0.00 0.00 -0.01 0.424
H -3.0346 0.2536 0.8401 0.02 0.06 -0.01 0.685
H 0.8447 -2.2926 -4.9232 -0.02 0.02 0.01 0.561
H 1.4181 -0.2376 -4.9167 0.01 -0.03 0.01 0.558
H -0.1508 1.9922 -4.9041 0.00 0.00 0.00 0.454
H -1.4785 1.8133 -2.4964 0.03 0.00 0.02 0.565
O 2.1586 1.9799 3.4822 0.18 0.15 0.50 -0.819
C 1.8948 1.2342 2.5317 -0.27 -1.31 -0.53 -0.419
O 0.7690 1.1394 1.9599 0.49 -0.08 0.14 -0.521
C 3.0447 0.4880 1.8778 0.01 -0.02 -0.03 0.751
C 4.2414 0.2174 2.5796 -0.06 0.04 0.04 -1.365
C 5.2739 -0.3525 1.9024 0.02 -0.02 -0.03 -1.266
C 5.1331 -0.6344 0.5210 0.01 0.00 0.03 1.455
C 6.1506 -1.2440 -0.2495 0.03 -0.01 0.00 -0.857
C 5.9479 -1.5202 -1.5719 0.00 0.00 0.01 -0.873
C 4.7214 -1.1865 -2.1886 -0.01 0.00 0.01 -0.857
C 3.7266 -0.5883 -1.4696 -0.06 -0.01 -0.01 -0.056
C 3.9062 -0.3116 -0.0956 0.00 -0.01 0.05 -0.259
N 2.8745 0.2351 0.6080 0.08 -0.05 -0.07 1.556
H 4.2966 0.4763 3.6272 0.01 -0.01 0.01 0.608
H 6.2048 -0.5954 2.4017 0.00 0.00 0.00 0.448
H 7.0884 -1.4975 0.2306 0.00 0.00 0.00 0.440
H 6.7254 -1.9992 -2.1524 0.00 0.00 0.00 0.412
H 4.5642 -1.4236 -3.2332 0.00 0.00 0.00 0.488
H 2.7695 -0.3567 -1.9169 0.01 0.00 -0.01 0.057
C -2.3642 4.5101 -0.9134 -0.08 -0.03 0.04 -1.134
S -2.1266 3.0128 0.0338 0.87 0.14 -0.12 1.355
O -3.1349 2.0852 -0.4181 -0.16 -0.11 -0.03 -0.743
O -2.1364 3.4034 1.4261 -0.12 -0.01 0.08 -0.779
O -0.7467 2.5584 -0.3731 -0.04 -0.02 0.48 -0.729
H -3.4302 4.6153 -1.0989 -0.01 0.03 0.03 0.436
H -1.8279 4.4332 -1.8562 -0.03 -0.02 -0.02 0.275
H -2.0071 5.3546 -0.3286 0.07 -0.01 -0.05 0.290
N 1.2840 3.6519 1.7042 -1.03 0.62 -1.33 0.226
C 2.5301 3.7742 0.9004 -0.02 0.01 -0.11 -0.190
C 2.3033 3.7572 -0.6108 0.07 -0.06 -0.04 -0.973
N 1.8583 2.4638 -1.1548 -0.08 0.10 0.12 -0.123
H 1.4452 3.0990 2.5606 0.16 0.14 0.74 0.312
H 0.5569 3.1209 1.1677 0.14 0.38 0.25 -0.428
H 0.8895 4.5501 1.9667 -0.07 0.05 -0.15 0.448
H 3.1760 2.9491 1.1876 0.04 -0.03 -0.02 -0.073
H 3.0281 4.7001 1.1864 0.00 -0.01 0.01 0.542
H 3.2717 4.0218 -1.0398 0.00 0.07 -0.06 0.484
H 1.6117 4.5533 -0.9009 -0.04 -0.06 0.10 0.324
H 2.5625 2.0788 -1.7704 0.02 -0.05 0.04 0.262
H 1.0031 2.5721 -1.6858 -0.02 0.10 0.00 0.068
```
Positions in Å, forces in eV/Å.

=====

[3]
The following is a DFT calculation (ωB97M-V/def2-TZVPD) of an isolated molecule of C4H6BrN at a distorted geometry.

Output
Gap between HOMO and LUMO: 8.90 eV
Structure (SMILES): CCC(Br)=C=N
Energy relative to the best compared isomer or geometry (same formula, charge and spin): 204.43 kJ/mol
Strongest force on any atom: 5.2 eV/Å

Structure (XYZ):
```
12
Properties=species:S:1:pos:R:3:forces:R:3:nbo_charge:R:1
C 0.9543 -0.7679 1.3012 -0.42 4.60 -0.57 -0.610
C -0.4653 -0.2683 0.7200 -0.70 -1.80 -1.44 -0.401
C -0.8642 0.6984 -0.5134 -0.75 -1.19 4.99 -0.240
Br -2.2794 1.9476 -0.0763 0.77 -0.74 -0.65 0.070
C -0.2835 0.5734 -1.6144 1.44 1.04 -3.50 0.332
N 0.4910 0.8055 -2.5221 1.22 -1.35 -3.11 -0.606
H 1.1791 0.0240 2.1619 -0.06 -2.15 -1.67 0.214
H 0.9908 -1.7869 1.5990 -0.42 -0.65 0.47 0.220
H 1.6936 -0.6233 0.5072 0.22 -0.04 0.29 0.214
H -0.9334 0.3465 1.4263 -0.78 -0.11 1.79 0.212
H -1.0423 -1.2223 0.4956 0.25 1.30 0.66 0.207
H 0.5592 0.2732 -3.4851 -0.78 1.10 2.73 0.388
```
Positions in Å, forces in eV/Å.

=====

[4]
The following is a DFT calculation (ωB97M-V/def2-TZVPD) of a structure of composition C10H14BBrCaN6 at a distorted geometry.

Output
Gap between HOMO and LUMO (spin up / spin down): 3.26 / 3.84 eV
Net charge: +2
Energy relative to the best compared isomer or geometry (same formula, charge and spin): 0.00 kJ/mol
Strongest force on any atom: 3.9 eV/Å

Structure (XYZ):
```
33
Properties=species:S:1:pos:R:3:forces:R:3:nbo_charge:R:1
C -0.2020 3.1783 1.1796 0.26 0.04 -1.47 -0.024
N 0.0316 1.9417 0.7147 -0.79 0.05 -0.95 -0.515
N 0.1118 1.9792 -0.6695 0.51 -0.75 1.72 -0.333
C 0.0260 3.2769 -1.0671 -0.05 0.02 0.71 0.048
C -0.1837 4.0957 0.0982 -0.04 -0.76 -0.58 -0.312
B 0.3458 0.5604 -1.4256 1.45 0.81 -0.29 0.551
N 1.4824 -0.4020 -0.8569 -0.35 0.60 1.03 -0.350
N 1.5831 -0.6944 0.5038 -0.05 -0.49 -0.05 -0.452
C 2.6623 -1.4945 0.6484 -0.56 0.65 -1.00 -0.010
C 3.2943 -1.7040 -0.5980 -0.94 0.52 -0.36 -0.301
C 2.5029 -1.0018 -1.5224 0.25 -0.10 0.69 0.021
Ca -0.3767 0.1847 2.0210 2.37 -0.03 -3.07 1.745
N -0.9907 -0.2747 -1.4428 -1.31 -0.21 -2.25 -0.234
N -1.5761 -0.7685 -0.2785 -3.02 -1.60 -0.24 -0.281
C -2.7131 -1.4058 -0.6866 1.83 1.00 1.70 -0.004
C -2.8643 -1.3027 -2.0874 -0.19 -0.24 -0.08 -0.015
C -1.7385 -0.5977 -2.5207 2.59 1.46 1.24 0.076
H -3.4360 -1.9052 -0.0427 0.54 0.27 0.19 0.261
H -1.4316 -0.2888 -3.5088 -0.04 -0.03 0.02 0.277
H -3.6687 -1.6482 -2.7057 -0.25 -0.16 -0.06 0.274
H 0.6340 0.8313 -2.5650 -0.27 -0.21 0.20 -0.005
H 2.6066 -0.8612 -2.5954 0.04 -0.10 0.34 0.247
H 0.1519 3.4531 -2.1574 -0.23 0.35 1.16 0.260
H 4.1885 -2.2804 -0.7893 -0.17 0.12 -0.04 0.265
H -0.3181 5.1842 0.1881 0.15 -0.82 -0.37 0.275
H 2.9723 -1.9057 1.6084 -0.22 0.32 -0.22 0.228
H -0.3902 3.2778 2.2588 0.32 0.48 -0.65 0.218
H -0.6357 -1.7973 1.9906 0.12 -1.08 -0.07 0.147
C -0.1532 -2.1222 2.9192 -0.12 0.35 0.22 -0.845
H 0.6236 -2.8423 2.6164 -0.88 -0.30 0.57 0.295
H 0.4396 -1.2973 3.3676 -0.13 -0.55 0.21 0.163
H -1.0003 -2.3558 3.6045 1.11 -0.61 -0.28 0.268
Br -1.9776 0.9872 3.8003 -1.91 1.01 2.06 0.062
```
Positions in Å, forces in eV/Å.

=====

[5]
The following is a DFT calculation (ωB97M-V/def2-TZVPD) of an isolated molecule of C6H9N at a distorted geometry.

Output
Gap between HOMO and LUMO: 9.19 eV
Structure (SMILES): CCc1cc[nH]c1
Energy relative to the best compared isomer or geometry (same formula, charge and spin): 165.32 kJ/mol
Strongest force on any atom: 3.4 eV/Å

Structure (XYZ):
```
16
Properties=species:S:1:pos:R:3:forces:R:3:nbo_charge:R:1
C 0.5492 -0.1791 2.3619 1.06 0.48 0.27 -0.625
C -0.4368 -0.5919 1.1797 -0.63 -1.11 0.76 -0.434
C -0.2167 -0.1035 -0.2757 0.57 -0.50 2.16 -0.075
C -1.0461 0.8518 -0.8918 2.41 0.74 -2.21 -0.327
C -0.4944 0.9746 -2.1923 -1.05 -0.51 0.39 -0.037
N 0.4582 0.0056 -2.3935 1.92 -0.19 0.02 -0.514
C 0.7527 -0.5166 -1.1507 -1.70 -1.42 0.89 -0.115
H 0.0508 0.2368 3.2715 -0.08 -0.21 -0.93 0.212
H 1.2551 0.6326 2.0071 -0.71 -0.92 0.38 0.212
H 1.2116 -1.0081 2.8420 -1.18 1.05 -1.44 0.208
H -1.4720 -0.2292 1.2983 0.46 0.20 0.88 0.215
H -0.6139 -1.7154 1.3686 0.52 1.36 -1.14 0.211
H -1.5514 1.6602 -0.4075 -0.82 -0.08 0.09 0.224
H -0.7407 1.6738 -2.9634 -0.09 0.12 -0.28 0.206
H 1.0934 -0.2415 -3.2017 -1.62 1.07 1.20 0.426
H 1.2010 -1.4500 -0.8526 0.94 -0.09 -1.04 0.214
```
Positions in Å, forces in eV/Å.

=====

[6]
The following is a DFT calculation (ωB97M-V/def2-TZVPD) of an isolated molecule of C2H5NOS at a distorted geometry.

Output
Gap between HOMO and LUMO: 8.80 eV
Structure (SMILES): NC(=S)CO
Energy relative to the best compared isomer or geometry (same formula, charge and spin): 205.79 kJ/mol
Strongest force on any atom: 5.8 eV/Å

Structure (XYZ):
```
10
Properties=species:S:1:pos:R:3:forces:R:3:nbo_charge:R:1
N 0.1145 -1.2422 0.6558 1.54 -0.39 1.68 -0.824
C 0.2267 -0.0713 0.0262 -0.49 2.20 0.38 0.088
S 1.6677 0.4552 -0.6513 -1.52 -0.12 0.41 -0.160
C -1.1642 0.7501 0.1982 0.91 -0.49 -1.90 -0.137
O -2.2331 -0.2138 0.2991 2.58 -2.71 -4.43 -0.702
H -0.7901 -1.3175 1.2172 1.95 -0.30 -0.60 0.428
H 1.1304 -1.4833 0.9863 -2.95 -0.36 -0.55 0.436
H -1.2190 1.3057 1.1204 0.54 0.28 0.30 0.205
H -1.2656 1.4568 -0.6826 -0.01 -0.85 0.99 0.197
H -1.8515 -0.9122 -0.5505 -2.55 2.73 3.71 0.470
```
Positions in Å, forces in eV/Å.